(1)
{
  "formula": "C6H14NO",
  "method": "ωB97M-V/def2-TZVPD",
  "symbols": ["C", "C", "N", "C", "C", "C", "C", "O", "H", "H", "H", "H", "H", "H", "H", "H", "H", "H", "H", "H", "H", "H"],
  "positions_angstrom": [[-0.3351, 0.8301, -2.8764], [0.9810, 0.3186, -2.2207], [0.7075, 0.7425, -0.4198], [-0.0395, -1.4963, 2.6086], [0.6355, -0.9344, 1.3278], [-0.2515, 0.0078, 0.4004], [-1.0602, 1.0861, 1.2315], [-1.9472, 0.5410, 2.0907], [-1.1615, 0.8558, -2.1624], [-0.5506, 0.2965, -3.8201], [-0.1368, 1.8226, -3.2741], [1.1607, -0.7132, -2.5553], [1.8404, 0.9222, -2.4698], [1.1058, -0.1128, -1.0681], [0.6172, -2.0544, 3.2888], [-0.4384, -0.6485, 3.1524], [-0.8446, -2.2160, 2.3661], [1.4225, -0.2537, 1.6373], [1.1472, -1.7303, 0.7345], [-1.0153, -0.6483, -0.0361], [-0.2546, 1.7297, 1.6454], [-1.5825, 1.6547, 0.4194]],
  "energy_ha": -366.8146,
  "largest_force_ev_per_a": 3.4,
  "total_charge": -1,
  "e_lumo_ev": 3.5,
  "relative_energy_kj_mol": 491.2,
  "homo_lumo_gap_ev": 5.8
}

---

(2)
{
  "formula": "C6H14NO",
  "method": "ωB97M-V/def2-TZVPD",
  "symbols": ["C", "N", "C", "C", "C", "C", "C", "O", "H", "H", "H", "H", "H", "H", "H", "H", "H", "H", "H", "H", "H", "H"],
  "positions_angstrom": [[-0.5549, 0.6029, -2.9664], [-0.0276, -0.4230, -2.1078], [-0.5320, -0.3769, -0.8752], [0.2195, -1.3442, 0.0680], [0.0549, -1.1685, 1.5778], [1.3680, -0.8974, 2.3459], [-0.4940, 1.9221, 0.3152], [0.2929, 2.0832, 1.3112], [-1.6545, 0.5684, -3.1091], [-0.1239, 0.5368, -3.9668], [-0.3114, 1.6160, -2.6363], [-1.6208, -0.3532, -0.7212], [-0.1330, 0.8208, -0.2973], [0.0815, -2.3741, -0.2850], [1.2370, -1.1508, -0.2526], [-0.5013, -1.9943, 2.0287], [-0.4991, -0.2655, 1.7535], [1.7479, -1.6310, 3.0708], [2.1749, -0.5901, 1.6966], [1.2417, 0.0029, 2.9588], [-0.4179, 2.6336, -0.5302], [-1.5477, 1.7822, 0.6213]],
  "energy_ha": -366.8993,
  "largest_force_ev_per_a": 2.0,
  "total_charge": -1,
  "e_lumo_ev": 4.1,
  "relative_energy_kj_mol": 268.8,
  "homo_lumo_gap_ev": 6.7
}

---

(3)
{
  "formula": "C6H14NO",
  "method": "ωB97M-V/def2-TZVPD",
  "symbols": ["C", "N", "C", "C", "O", "C", "C", "C", "H", "H", "H", "H", "H", "H", "H", "H", "H", "H", "H", "H", "H", "H"],
  "positions_angstrom": [[0.6006, -0.0792, 1.3775], [-0.7048, -0.7678, 1.4281], [-1.8764, 0.1165, 0.9440], [-2.0894, 1.2837, -0.1549], [-1.6497, 1.0630, -1.4021], [1.0701, 0.5657, 0.0566], [1.8562, -1.5241, -1.1916], [0.9785, -0.2843, -1.2059], [1.3169, -0.9097, 1.4808], [0.6896, 0.5173, 2.3007], [-2.7154, -0.5596, 0.7587], [-1.0147, -0.6993, 0.3540], [-1.9648, 0.7316, 1.8589], [-1.5366, 2.1826, 0.2157], [-3.1944, 1.4511, -0.1277], [2.0684, 0.9628, 0.2861], [0.4272, 1.4451, -0.0759], [2.6689, -1.3731, -0.4729], [2.4308, -1.7434, -2.1014], [1.3646, -2.4663, -0.9382], [-0.0889, -0.3178, -1.4236], [1.3632, 0.4052, -1.9671]],
  "energy_ha": -366.7082,
  "multiplicity": 2,
  "largest_force_ev_per_a": 5.6,
  "total_charge": -2,
  "e_lumo_ev": [6.8, 6.7],
  "relative_energy_kj_mol": 361.0,
  "homo_lumo_gap_ev": [2.6, 6.9]
}

---

(4)
{
  "formula": "C6H14NO",
  "method": "ωB97M-V/def2-TZVPD",
  "symbols": ["C", "C", "C", "O", "C", "N", "C", "C", "H", "H", "H", "H", "H", "H", "H", "H", "H", "H", "H", "H", "H", "H"],
  "positions_angstrom": [[0.4497, 0.0640, 0.2304], [-0.0762, 1.2259, -0.5972], [-1.4561, 0.9318, -1.2021], [-2.4352, 0.6957, -0.2891], [1.7789, 0.3644, 0.9210], [2.9857, -1.1052, 0.2777], [-3.0468, -2.2596, 0.6794], [2.9585, 0.2820, -0.0820], [-0.3110, -0.2240, 0.9604], [0.5731, -0.8147, -0.4155], [-0.1680, 2.1373, 0.0005], [0.6094, 1.4678, -1.4169], [-1.7244, 1.7862, -1.8446], [-1.3379, 0.0659, -1.8787], [1.8777, -0.1313, 1.8822], [1.7632, 1.4350, 1.2276], [-2.3671, -2.5723, 1.4696], [-2.6611, -1.3499, 0.2186], [-3.1889, -3.0384, -0.0665], [2.6445, 0.5327, -1.0939], [3.8550, 0.8213, 0.2309], [-4.0165, -2.0286, 1.1191]],
  "energy_ha": -366.7722,
  "multiplicity": 2,
  "largest_force_ev_per_a": 4.2,
  "e_lumo_ev": [-1.7, 0.2],
  "relative_energy_kj_mol": 414.1,
  "homo_lumo_gap_ev": [7.1, 10.9]
}

---

(5)
{
  "formula": "C6H14NO",
  "method": "ωB97M-V/def2-TZVPD",
  "symbols": ["C", "C", "C", "C", "C", "C", "N", "O", "H", "H", "H", "H", "H", "H", "H", "H", "H", "H", "H", "H", "H", "H"],
  "positions_angstrom": [[-0.5410, -1.3372, -3.8238], [-0.2592, 0.0451, -4.1946], [0.1936, -0.3599, -2.7903], [0.4050, 1.4516, 2.8469], [0.1569, -1.1847, 2.7429], [-0.4220, 0.0877, -1.6070], [-0.3941, 0.1972, 2.4940], [-0.1229, 0.1952, -0.4249], [-1.5958, -1.5188, -3.4890], [0.1208, -2.1452, -4.2342], [0.6237, 0.3906, -4.7501], [-0.9755, 0.9202, -4.2751], [1.2730, -0.7009, -2.7333], [1.2525, 1.2727, 3.5001], [0.7903, 1.9735, 1.9802], [-0.1753, 2.1928, 3.4254], [0.5136, -1.3368, 3.6922], [-0.7224, -1.7369, 2.5187], [0.8776, -1.2191, 2.0401], [-1.4637, 0.4790, -1.8640], [-1.1849, 0.3271, 3.0570], [-0.5802, 0.4032, 1.4477]],
  "energy_ha": -366.6829,
  "largest_force_ev_per_a": 4.3,
  "total_charge": 1,
  "e_lumo_ev": -2.8,
  "relative_energy_kj_mol": 221.4,
  "homo_lumo_gap_ev": 10.7
}

---

(6)
{
  "formula": "C6H14NO",
  "method": "ωB97M-V/def2-TZVPD",
  "symbols": ["C", "C", "C", "N", "H", "H", "H", "H", "H", "H", "H", "H", "C", "C", "O", "C", "H", "H", "H", "H", "H", "H"],
  "positions_angstrom": [[2.3409, -0.5094, -1.7984], [2.1341, -0.2451, -0.3151], [0.7532, -1.2436, 1.4355], [1.0522, -1.1026, 0.2070], [2.5008, -1.5683, -1.9872], [1.4980, -0.1637, -2.3975], [3.1797, 0.0897, -2.1354], [3.0309, -0.4709, 0.2580], [1.8453, 0.7889, -0.1216], [-0.0548, -1.9225, 1.6651], [1.3233, -0.7262, 2.1954], [0.3760, -1.4681, -0.4629], [-1.0737, 1.3504, 1.4167], [-1.8470, 0.6380, 0.6119], [-2.0359, -0.7116, 0.8966], [-2.5161, 1.1191, -0.6237], [-0.8792, 2.3854, 1.1692], [-0.6999, 1.0281, 2.3798], [-2.8461, -0.9756, 0.4629], [-2.4642, 2.2015, -0.6913], [-2.0508, 0.6830, -1.5131], [-3.5669, 0.8234, -0.6518]],
  "energy_ha": -366.7213,
  "largest_force_ev_per_a": 0.8,
  "total_charge": 1,
  "e_lumo_ev": -4.6,
  "relative_energy_kj_mol": 120.7,
  "homo_lumo_gap_ev": 8.1
}

---

(7)
{
  "formula": "C6H14NO",
  "method": "ωB97M-V/def2-TZVPD",
  "symbols": ["C", "C", "C", "C", "C", "C", "N", "O", "H", "H", "H", "H", "H", "H", "H", "H", "H", "H", "H", "H", "H", "H"],
  "positions_angstrom": [[2.4149, 1.2362, -0.2753], [-1.0104, -0.6813, 1.1390], [-1.4670, 1.5745, 0.1745], [-1.8958, -0.6441, -1.2587], [2.7782, -1.1688, 0.0720], [-0.9874, 0.1023, -0.1427], [2.0910, 0.0417, -0.2195], [0.0442, -0.1819, -0.9338], [1.7847, 2.0853, -0.4334], [3.4456, 1.7908, 0.0265], [-0.0735, -0.2607, 1.7681], [-1.9947, -0.6930, 1.5909], [-0.9036, -1.7940, 1.0033], [-0.5949, 1.8885, 0.6598], [-2.4480, 1.6180, 0.7261], [-1.5370, 2.0725, -0.7994], [-1.5543, -1.6294, -1.3043], [-2.7473, -0.8808, -0.7244], [-1.7938, -0.1915, -2.2691], [3.7939, -1.0199, -0.1035], [2.1114, -1.8070, -0.5490], [2.5254, -1.3181, 1.0664]],
  "energy_ha": -366.5184,
  "largest_force_ev_per_a": 3.8,
  "total_charge": 1,
  "e_lumo_ev": [-6.8, -5.9],
  "relative_energy_kj_mol": 653.3,
  "homo_lumo_gap_ev": [7.2, 8.7]
}

---

(8)
{
  "formula": "C6H14NO",
  "method": "ωB97M-V/def2-TZVPD",
  "symbols": ["C", "C", "C", "C", "C", "C", "N", "H", "H", "H", "H", "H", "H", "H", "H", "H", "H", "H", "H", "H", "H", "O"],
  "positions_angstrom": [[-2.2816, -0.8242, 2.4202], [-0.9124, -0.1469, 2.8264], [0.0390, 0.3504, 1.5345], [0.2027, -0.4662, 0.3048], [0.1049, -1.8146, 0.4372], [0.3502, -0.3630, -2.1467], [-0.0443, 0.1476, -1.0391], [-2.0772, -1.5391, 1.6302], [-2.8922, -1.1273, 3.2489], [-2.9375, -0.0975, 2.0277], [-1.1803, 0.5777, 3.5739], [-0.3868, -1.0122, 3.2459], [-0.1121, 1.5465, 1.3658], [0.9752, 0.5417, 1.9562], [0.1371, -2.6717, -0.1338], [0.4406, -2.1931, 1.3811], [0.3412, 0.0923, -3.0649], [0.6637, -1.4659, -2.1904], [-0.4460, 1.0767, -0.9600], [1.8776, 3.2363, -4.1933], [3.0288, 2.0031, -3.8796], [2.2328, 2.4483, -3.6240]],
  "energy_ha": -366.1223,
  "multiplicity": 2,
  "largest_force_ev_per_a": 4.5,
  "total_charge": 2,
  "e_lumo_ev": [-10.6, -13.7],
  "relative_energy_kj_mol": 391.2,
  "homo_lumo_gap_ev": [6.6, 3.6]
}

---

(9)
{
  "formula": "C6H14NO",
  "method": "ωB97M-V/def2-TZVPD",
  "symbols": ["O", "C", "C", "C", "C", "C", "C", "N", "H", "H", "H", "H", "H", "H", "H", "H", "H", "H", "H", "H", "H", "H"],
  "positions_angstrom": [[2.5176, -0.3327, -0.3711], [1.4387, -0.4923, 0.1493], [0.3701, 0.4719, 0.1286], [-0.9463, 0.4534, 0.7635], [-2.0415, -0.2856, -0.1103], [-3.1908, -0.7256, 0.7791], [-2.4696, 0.5435, -1.3688], [6.1096, -0.2179, -0.1044], [1.1586, -1.4179, 0.6924], [0.8043, 1.4826, 0.1440], [-0.9211, 0.1006, 1.8117], [-1.2623, 1.5064, 0.7450], [-1.5651, -1.1678, -0.5324], [-3.7048, 0.0693, 1.3603], [-2.7790, -1.4870, 1.4682], [-3.9443, -1.2407, 0.1633], [-3.3116, 1.2160, -1.2110], [-2.7687, -0.1650, -2.1623], [-1.5854, 1.0931, -1.6984], [6.9024, 0.4038, -0.3621], [5.5376, -0.0777, -0.9658], [5.6517, 0.2697, 0.6813]],
  "energy_ha": -366.1071,
  "multiplicity": 2,
  "largest_force_ev_per_a": 5.1,
  "total_charge": 2,
  "e_lumo_ev": [-11.4, -13.5],
  "relative_energy_kj_mol": 431.2,
  "homo_lumo_gap_ev": [6.6, 4.5]
}

---

(10)
{
  "formula": "C6H14NO2P",
  "method": "ωB97M-V/def2-TZVPD",
  "symbols": ["C", "C", "C", "C", "C", "C", "N", "O", "O", "P", "H", "H", "H", "H", "H", "H", "H", "H", "H", "H", "H", "H", "H", "H"],
  "positions_angstrom": [[-1.0436, -1.4672, 1.0388], [0.4655, -1.7820, 0.9295], [-1.4786, -0.0494, 1.2106], [1.1638, -1.0983, -0.3085], [0.4883, 1.1384, 0.1439], [0.8820, 2.0189, -0.9049], [-0.9448, 0.8117, 0.0630], [2.2213, -2.8901, -1.1973], [3.3045, -0.8215, -2.1676], [2.8749, -1.6099, -0.7449], [-1.5972, -1.9330, 0.1686], [-1.2659, -1.8406, 2.0127], [0.9520, -1.4895, 1.8949], [0.7531, -2.8308, 0.7443], [-2.5698, 0.0474, 1.2381], [-1.0821, 0.6218, 1.8744], [0.5972, -1.2781, -1.2392], [0.8200, 1.4427, 1.1150], [0.3487, 3.0399, -0.8691], [0.5408, 1.6306, -1.9156], [1.9879, 2.1282, -0.9386], [-0.9675, 0.3672, -0.8204], [-1.4866, 1.6872, 0.0036], [2.9353, -1.2435, -3.0027]],
  "energy_ha": -783.4452,
  "largest_force_ev_per_a": 4.2,
  "e_lumo_ev": -0.1,
  "relative_energy_kj_mol": 440.1,
  "homo_lumo_gap_ev": 6.5
}

---

(11)
{
  "formula": "C6H14NO2S",
  "method": "ωB97M-V/def2-TZVPD",
  "symbols": ["C", "C", "C", "C", "C", "C", "N", "O", "O", "S", "H", "H", "H", "H", "H", "H", "H", "H", "H", "H", "H", "H", "H", "H"],
  "positions_angstrom": [[-0.5446, -0.4485, -2.4108], [-0.7795, 0.1972, -3.7156], [0.9969, 0.9768, 0.3466], [-0.7380, -0.5691, 1.8553], [-2.4280, -0.6438, 0.0063], [-0.2321, 0.3901, -0.2064], [-1.0934, -0.2642, 0.5181], [-0.7598, -1.6036, -2.1597], [-0.3350, 0.5959, -1.5051], [3.8792, -0.0493, 2.2274], [-1.9440, 0.1591, -3.8564], [-0.5057, 1.1613, -3.7813], [-0.3616, -0.5625, -4.5305], [1.5780, 1.5158, -0.3653], [0.7552, 1.5340, 1.2772], [1.7364, 0.2004, 0.6707], [-0.1543, -1.3991, 1.7325], [-0.1942, 0.3452, 2.4094], [-1.6014, -0.7580, 2.4345], [-2.8207, 0.2489, -0.5842], [-2.3559, -1.7154, -0.4376], [-3.1519, -0.6699, 0.8722], [4.6881, 0.1082, 3.2575], [3.7933, -1.3254, 2.2945]],
  "energy_ha": -840.1397,
  "largest_force_ev_per_a": 6.3,
  "total_charge": 1,
  "e_lumo_ev": -3.9,
  "relative_energy_kj_mol": 96.0,
  "homo_lumo_gap_ev": 8.8
}